{"formula": "C50H90N6O16", "method": "wB97M-V/def2-TZVPD", "relative_energy_kj_mol": 0.0, "species": ["O", "C", "O", "C", "C", "C", "H", "H", "H", "H", "H", "H", "H", "H", "O", "C", "O", "C", "C", "C", "H", "H", "H", "H", "H", "H", "H", "H", "O", "C", "O", "C", "C", "C", "H", "H", "H", "H", "H", "H", "H", "H", "O", "C", "O", "C", "C", "C", "H", "H", "H", "H", "H", "H", "H", "H", "O", "C", "O", "C", "C", "C", "H", "H", "H", "H", "H", "H", "H", "H", "C", "C", "C", "C", "N", "H", "H", "H", "H", "H", "H", "H", "C", "C", "C", "C", "N", "H", "H", "H", "H", "H", "H", "H", "C", "C", "C", "C", "N", "H", "H", "H", "H", "H", "H", "H", "C", "C", "C", "C", "N", "H", "H", "H", "H", "H", "H", "H", "C", "C", "C", "C", "N", "H", "H", "H", "H", "H", "H", "H", "C", "C", "C", "C", "N", "H", "H", "H", "H", "H", "H", "H", "C", "C", "O", "C", "O", "O", "H", "H", "H", "H", "C", "C", "O", "C", "O", "O", "H", "H", "H", "H"], "xyz": [[-0.274176, -0.401446, 1.287140], [-0.450182, 0.160375, 0.239058], [0.051700, -0.258929, -0.924363], [0.707431, -1.510765, -0.981777], [-0.057361, -2.590264, -1.755750], [-1.422518, 1.271744, 0.056097], [1.103921, -1.819621, -0.019013], [1.602606, -1.396653, -1.601445], [-1.136342, -2.498249, -1.611002], [0.244417, -3.591469, -1.463763], [0.092576, -2.398605, -2.815917], [-1.834500, 1.585109, 1.005306], [-2.237053, 1.038159, -0.627183], [-0.879070, 2.097665, -0.419391], [6.484633, 3.047080, -0.411195], [6.672835, 2.105080, 0.307463], [6.050663, 0.940159, 0.247657], [4.970537, 0.760969, -0.701677], [4.288658, -0.558881, -0.430567], [7.688199, 2.160897, 1.423980], [5.357151, 0.795549, -1.722414], [4.317975, 1.624965, -0.548064], [3.719460, -0.520048, 0.500184], [4.998408, -1.372189, -0.305482], [3.656191, -0.694211, -1.305266], [7.613772, 1.356072, 2.145797], [7.651475, 3.161394, 1.845250], [8.659597, 2.090422, 0.924180], [5.964116, -4.179610, -3.350525], [5.405037, -3.225914, -2.892459], [6.036511, -2.118422, -2.509544], [7.453358, -2.085144, -2.758050], [8.052366, -0.947919, -1.945442], [3.910702, -3.112842, -2.756126], [7.690389, -2.038211, -3.821432], [7.894396, -3.010367, -2.375883], [7.874553, -1.166691, -0.892798], [7.640561, 0.016050, -2.235729], [9.134823, -0.945317, -2.077811], [3.743661, -3.101277, -1.675670], [3.476447, -3.960237, -3.268216], [3.535221, -2.173023, -3.155627], [0.797045, 4.999798, 3.719857], [-0.201183, 4.561691, 4.203252], [-0.788226, 5.052467, 5.303547], [-0.258268, 6.269955, 5.827596], [0.466656, 6.019312, 7.142114], [-0.830523, 3.265963, 3.780593], [-1.094550, 6.952665, 5.994229], [0.369480, 6.787765, 5.105757], [0.994132, 5.065787, 7.115229], [-0.224782, 6.023075, 7.980870], [1.230017, 6.785556, 7.284426], [-0.065911, 2.497655, 3.696063], [-1.300256, 3.426086, 2.808694], [-1.572867, 2.953055, 4.508631], [-2.061363, 4.981803, -2.112421], [-2.945113, 4.631144, -1.382231], [-3.275741, 5.284720, -0.273938], [-2.380210, 6.301951, 0.172769], [-2.785506, 6.699806, 1.567806], [-3.764759, 3.391065, -1.586267], [-2.422798, 7.149046, -0.515828], [-1.358072, 5.920638, 0.154543], [-3.743285, 7.214985, 1.604891], [-2.022565, 7.306863, 2.049235], [-2.883230, 5.770464, 2.139416], [-3.255095, 2.678329, -2.220246], [-4.761372, 3.669923, -1.933535], [-3.960588, 2.954911, -0.602044], [-1.607793, -0.083755, 5.089741], [-0.614049, -1.230897, 5.259742], [0.646917, -0.897466, 4.419122], [1.392269, 0.217898, 4.995950], [1.993385, 1.085764, 5.448187], [-1.196597, 0.766085, 5.641443], [-2.622199, -0.279305, 5.440748], [-1.704990, 0.241725, 4.049869], [-0.989321, -2.185054, 4.891321], [-0.285242, -1.301604, 6.295830], [0.341653, -0.628040, 3.409964], [1.302664, -1.768574, 4.381097], [-5.208350, 0.044406, -2.277659], [-5.879065, -1.314692, -2.503378], [-5.493379, -2.030148, -3.811570], [-4.110050, -2.508607, -3.916670], [-3.064836, -2.970430, -4.009519], [-5.446828, 0.410314, -1.274908], [-5.640844, 0.777508, -2.961351], [-4.118468, 0.050175, -2.327915], [-6.950073, -1.130028, -2.576267], [-5.653874, -1.983877, -1.671119], [-5.545607, -1.312550, -4.645937], [-6.186878, -2.832596, -4.054924], [0.287353, -3.849474, 1.667453], [-0.012275, -5.273660, 1.221073], [0.514107, -6.319990, 2.192068], [1.905001, -6.210220, 2.606572], [2.996356, -6.207725, 2.951371], [0.011037, -3.735197, 2.725525], [-0.343858, -3.095738, 1.196913], [1.341828, -3.611069, 1.541295], [0.432801, -5.465414, 0.243067], [-1.088590, -5.415856, 1.128991], [0.460031, -7.308755, 1.716008], [-0.154045, -6.450900, 3.046175], [1.015655, -3.568389, -5.887148], [1.675835, -2.866957, -7.055750], [1.317062, -3.533047, -8.387298], [-0.045464, -3.208839, -8.796391], [-1.123777, -2.966252, -9.102389], [1.426855, -4.564120, -5.724351], [-0.075791, -3.538039, -5.937865], [1.172714, -3.053825, -4.927958], [2.763197, -2.934624, -6.959163], [1.453324, -1.799977, -7.067788], [1.433057, -4.610532, -8.286200], [1.994862, -3.169991, -9.160289], [-3.875681, -3.713384, 2.677921], [-3.252123, -2.437813, 2.136397], [-3.241974, -2.377945, 0.600800], [-3.246831, -3.668684, -0.086982], [-3.285238, -4.689901, -0.600508], [-4.913149, -3.771364, 2.333379], [-3.867782, -3.805574, 3.765728], [-3.377784, -4.620863, 2.329474], [-2.239280, -2.359826, 2.537327], [-3.809989, -1.579372, 2.507666], [-2.460766, -1.701224, 0.260080], [-4.191215, -1.953920, 0.242611], [0.193141, 1.898595, -5.076211], [0.349952, 0.398830, -4.853456], [-0.904704, -0.352051, -4.399469], [-2.117022, 0.036489, -5.130345], [-3.102848, 0.250273, -5.701916], [-0.045597, 2.449292, -4.177090], [-0.504956, 2.090227, -5.891010], [1.165064, 2.244585, -5.440716], [1.134276, 0.215803, -4.110046], [0.783339, -0.045325, -5.756113], [-1.063493, -0.141990, -3.344019], [-0.816766, -1.419148, -4.609026], [4.056413, 2.185224, 3.067547], [3.855400, 3.712617, 2.997251], [3.076601, 3.833064, 1.791572], [2.454426, 2.684883, 1.526019], [1.538538, 2.538046, 0.786720], [2.964739, 1.691272, 2.308069], [3.966326, 1.808924, 4.082596], [5.056407, 1.958817, 2.695656], [4.783724, 4.270006, 2.943617], [3.193887, 4.132385, 3.756007], [-7.025803, 0.063426, 2.749947], [-6.363404, 1.178518, 3.587066], [-5.176155, 1.479694, 2.847026], [-5.119489, 0.755025, 1.721754], [-4.206720, 0.753848, 0.980157], [-6.159088, -0.094390, 1.642437], [-8.002102, 0.423971, 2.431474], [-7.147979, -0.867436, 3.296799], [-6.148951, 0.935102, 4.623483], [-6.975268, 2.081769, 3.559070]], "forces_ev_per_a": [[0.427, -0.354, 0.537], [-1.233, -0.419, -0.016], [-0.055, 0.157, -0.594], [1.528, -0.998, -0.713], [-0.817, 0.922, 0.379], [0.599, 1.072, -0.511], [-0.523, 0.060, 0.245], [0.043, 0.637, 0.240], [-0.009, -0.182, 0.152], [0.150, -0.051, -0.119], [0.057, -0.420, -0.055], [0.042, -0.010, 0.091], [0.066, -0.424, 0.064], [-0.079, 0.061, 0.191], [-0.413, 0.101, -0.567], [0.401, 0.406, 0.670], [-0.211, -0.929, 0.012], [0.310, 0.539, 0.329], [0.104, 0.591, 0.399], [0.377, 0.003, -0.683], [0.148, 0.067, 0.117], [-0.209, -0.205, -0.287], [-0.281, 0.130, -0.192], [0.119, 0.002, -0.401], [-0.216, -0.447, 0.259], [-0.146, 0.052, 0.125], [-0.071, -0.081, 0.281], [0.029, -0.067, 0.156], [0.348, -0.592, -0.123], [-0.489, 0.192, -0.814], [0.341, 0.643, -0.096], [0.770, -0.310, 0.851], [-0.137, -0.431, -0.218], [0.540, 0.118, 0.476], [-0.370, 0.137, -0.045], [-0.170, -0.061, -0.230], [-0.155, 0.328, 0.054], [0.028, 0.097, 0.146], [-0.020, 0.098, -0.157], [-0.500, -0.217, -0.122], [-0.262, -0.123, 0.192], [0.081, 0.026, -0.079], [0.666, 0.752, -0.625], [0.171, -1.397, 0.787], [-0.482, 0.469, -0.134], [-0.006, 0.760, 0.433], [0.254, 0.012, -0.298], [-0.416, 0.231, -0.056], [-0.191, -0.267, 0.007], [0.198, -0.447, -0.142], [-0.063, -0.047, -0.033], [0.049, -0.061, 0.084], [-0.136, 0.084, 0.166], [0.111, 0.074, -0.139], [0.018, -0.195, -0.032], [-0.119, -0.012, -0.075], [0.453, 0.195, -0.296], [0.252, -0.469, -0.518], [-0.505, -0.133, 0.739], [0.323, 0.735, -0.277], [-0.122, -0.666, 0.261], [-0.595, 0.202, 1.031], [0.025, -0.069, -0.040], [-0.044, -0.085, -0.037], [-0.006, 0.061, -0.089], [0.046, 0.113, -0.095], [-0.024, 0.184, 0.170], [-0.099, 0.096, -0.297], [0.139, -0.079, -0.441], [0.188, -0.171, -0.101], [0.007, 0.247, 0.137], [0.424, 0.603, -0.693], [-0.314, -0.303, 0.345], [0.142, -0.029, -0.132], [-0.062, 0.082, 0.068], [-0.281, 0.097, -0.006], [0.135, -0.159, 0.241], [0.126, -0.221, -0.057], [-0.123, -0.040, 0.189], [-0.317, -0.337, 0.095], [0.149, -0.046, -0.167], [0.114, 0.087, -0.100], [-0.435, 0.109, 0.315], [0.621, -0.013, -0.241], [0.348, 1.023, -0.706], [-0.515, -0.441, 0.493], [0.384, 0.144, 0.021], [-0.028, -0.137, -0.019], [0.373, -0.002, -0.205], [-0.013, -0.176, -0.321], [-0.091, -0.235, 0.283], [-0.276, -0.028, 0.067], [-0.302, -0.035, 0.157], [0.141, -0.188, 0.125], [-0.564, 0.012, 0.620], [0.167, 0.354, -0.108], [-0.459, -1.189, -0.320], [-0.378, 0.145, 0.161], [0.458, 0.154, 0.066], [0.347, -0.117, 0.033], [0.233, -0.092, -0.467], [-0.003, 0.167, 0.071], [-0.115, 0.068, -0.069], [0.006, -0.088, -0.109], [-0.041, 0.130, -0.103], [0.283, 0.414, 0.272], [-0.227, 0.674, 1.063], [0.480, -0.154, 0.183], [0.148, 0.558, 0.082], [-0.092, -0.301, -0.027], [-0.090, 0.094, -0.031], [-0.361, -0.194, -0.264], [0.007, -0.548, -0.423], [0.425, 0.147, -0.237], [-0.019, -0.019, 0.079], [-0.201, -0.034, -0.131], [-0.053, -0.078, -0.162], [-0.020, -0.149, -0.111], [-0.475, -0.393, -0.036], [0.310, -0.545, 0.396], [-0.959, 0.339, -0.154], [0.731, 0.447, 0.465], [-0.044, -0.549, -0.283], [-0.001, -0.171, 0.137], [-0.034, 0.421, 0.011], [0.074, 0.147, -0.233], [0.075, 0.188, -0.219], [0.092, 0.115, -0.041], [0.108, -0.223, -0.223], [0.160, 0.336, 0.255], [0.730, -0.456, -0.597], [0.551, -0.111, -0.021], [-0.069, 0.376, -0.649], [-1.208, 0.146, -0.617], [1.126, -0.082, 0.703], [-0.292, 0.128, 0.157], [-0.259, 0.126, 0.252], [-0.084, 0.245, 0.149], [-0.176, 0.076, 0.180], [-0.424, -0.014, -0.108], [-0.134, -0.306, 0.146], [0.074, -0.072, 0.480], [0.129, 1.190, 0.976], [-0.864, -0.506, 0.002], [0.401, 0.491, -0.591], [0.300, -0.059, 1.140], [-0.219, -0.156, -0.584], [0.206, -0.332, -0.542], [-0.058, -0.055, 0.002], [-0.297, -0.540, -0.545], [-0.023, 0.095, -0.310], [0.298, -0.201, 0.356], [-0.361, 0.629, 0.750], [-0.409, 0.465, -0.594], [0.038, 0.179, 0.392], [-0.237, -0.706, 1.382], [0.725, 0.287, -1.147], [-0.318, -0.198, -0.362], [-0.025, -0.291, -0.288], [0.180, -0.157, -0.152], [0.302, -0.176, -0.094], [-0.007, -0.072, 0.201]], "lowdin_charge": [0.082, -0.542, 0.007, -0.218, -0.032, 0.019, 0.096, 0.088, 0.059, 0.076, 0.043, 0.074, 0.067, 0.099, 0.110, -0.591, -0.021, -0.185, -0.054, 0.015, 0.121, 0.123, 0.083, 0.076, 0.057, 0.081, 0.086, 0.092, 0.114, -0.559, -0.024, -0.209, -0.061, 0.020, 0.129, 0.123, 0.081, 0.073, 0.081, 0.086, 0.086, 0.080, 0.111, -0.539, -0.008, -0.225, -0.058, 0.038, 0.120, 0.112, 0.082, 0.072, 0.077, 0.077, 0.086, 0.077, 0.111, -0.562, -0.010, -0.226, -0.064, 0.019, 0.127, 0.128, 0.077, 0.079, 0.073, 0.080, 0.096, 0.072, -0.108, -0.228, -0.178, -0.220, 0.168, 0.068, 0.070, 0.067, 0.092, 0.110, 0.083, 0.121, -0.102, -0.237, -0.178, -0.224, 0.168, 0.051, 0.080, 0.063, 0.108, 0.093, 0.116, 0.118, -0.102, -0.247, -0.200, -0.240, 0.144, 0.076, 0.043, 0.081, 0.108, 0.089, 0.124, 0.122, -0.106, -0.259, -0.191, -0.238, 0.148, 0.080, 0.077, 0.048, 0.109, 0.094, 0.120, 0.117, -0.101, -0.228, -0.161, -0.260, 0.173, 0.083, 0.073, 0.064, 0.087, 0.094, 0.096, 0.105, -0.093, -0.252, -0.190, -0.236, 0.154, 0.074, 0.075, 0.075, 0.103, 0.091, 0.103, 0.078, -0.116, -0.075, 0.063, -0.582, 0.162, 0.037, 0.098, 0.108, 0.127, 0.115, -0.105, -0.090, 0.071, -0.592, 0.151, 0.060, 0.128, 0.130, 0.129, 0.128]}

{"formula": "Cl3HN3O3PS2", "method": "wB97M-V/def2-TZVPD", "relative_energy_kj_mol": 106.2, "species": ["N", "N", "N", "O", "O", "O", "P", "S", "S", "Cl", "Cl", "Cl", "H"], "xyz": [[0.072297, -0.124617, -1.787942], [-0.253549, -0.482226, 1.232396], [0.959124, 1.547046, 0.102401], [0.660089, 2.262917, -2.184341], [2.267256, -0.561067, 0.778734], [-2.042229, -1.575517, -0.242347], [-0.548549, -1.305541, -0.055305], [0.179096, 1.280060, -1.273246], [1.223081, 0.362775, 1.048374], [0.327950, -3.043572, -0.253900], [-1.549734, 1.870908, -0.466963], [1.468049, 1.172623, 2.760751], [-2.762880, -1.403786, 0.341387]], "forces_ev_per_a": [[-1.186, -3.474, 2.624], [2.170, 0.950, 0.448], [1.619, -0.556, 1.039], [-0.545, -0.216, -0.254], [0.629, -0.036, 0.112], [-0.194, -0.967, -1.426], [1.278, 2.880, -2.683], [1.134, 1.110, 0.109], [-2.787, -1.461, -1.607], [0.142, -0.152, -0.359], [-1.949, 0.708, -0.282], [0.159, 0.663, 1.368], [-0.468, 0.550, 0.913]], "lowdin_charge": [-0.303, -0.378, -0.485, -0.323, -0.358, -0.166, 0.199, 0.125, 0.174, 0.491, 0.393, 0.531, 0.101]}

{"formula": "H4NOPS", "method": "wB97M-V/def2-TZVPD", "smiles": "NP(O)S", "relative_energy_kj_mol": 44.6, "species": ["N", "P", "O", "S", "H", "H", "H", "H"], "xyz": [[-1.257366, -0.460161, -0.720627], [-0.324375, 0.883932, -0.443229], [-0.233548, 0.783066, 1.170723], [1.912526, 0.093349, -0.993922], [-0.765018, -1.286467, -0.463097], [-1.637535, -0.565037, -1.705457], [-1.062370, 0.861791, 1.626975], [2.261037, 0.959356, -1.894891]], "forces_ev_per_a": [[-1.001, -0.250, -1.998], [1.447, 0.850, -1.080], [1.413, -0.229, 0.006], [-1.871, -0.670, 1.730], [0.050, -1.054, 0.267], [0.754, 0.299, 1.708], [-0.743, 0.005, 0.173], [-0.049, 1.049, -0.804]], "lowdin_charge": [-0.257, 0.562, -0.372, 0.250, 0.012, 0.073, 0.038, -0.307]}

It is found that the gap between HOMO and LUMO values, taken in the order of the records, are 0.37438; 0.34926; 0.35101 hartree.
It is found that the E_HOMO values, taken in the order of the records, are -0.3738; -0.3775; -0.3272 Ha.
It is found that the E values, taken in the order of the records, are -95010.756; -79152.404; -23727.114 eV.